A cluster of 4 separate species, C3H13NO3 in total, computed with ωB97M-V/def2-TZVPD.

calculated total energy = -10952.2367 eV
gap between HOMO and LUMO = 8.67 eV
energy above the lowest of the compared OMol25 structures with the same formula, charge and spin = 244.6 kJ/mol
M = 111.14 g/mol
SMILES = C/C=C/N.O.O.O

Structure (XYZ):
```
20
Properties=species:S:1:pos:R:3:forces:R:3
C -0.278605 1.180580 2.229936 0.6 -0.1 -1.7
C -0.244764 0.423005 0.904274 0.4 -1.9 1.1
C -0.859344 -0.774506 0.870729 -2.0 1.4 -1.5
N -1.515756 -1.233651 -0.352845 1.7 -1.4 0.0
H -1.338569 1.361799 2.406392 0.2 0.3 0.3
H 0.268878 2.108518 2.084500 -0.1 0.1 0.5
H 0.141657 0.571101 3.008782 0.2 0.0 0.6
H 0.369546 0.639476 0.025714 -0.7 1.0 0.2
H -1.196270 -1.292450 1.761876 -0.3 0.2 0.1
H -2.478789 -0.991536 -0.519690 -0.1 0.2 0.7
H -1.007858 -0.986756 -1.189448 -0.3 -0.3 0.3
O 0.891081 -3.728449 -0.446785 0.6 1.3 0.3
H 1.676380 -3.148929 -0.517189 -0.2 -0.8 -0.2
H 0.294031 -3.063225 -0.066380 -0.5 -0.5 -0.2
O 0.731867 3.266685 -0.935784 0.4 -0.5 -0.4
H 0.935430 2.612415 -1.614938 -0.6 -0.1 -0.2
H 1.638037 3.421117 -0.669470 0.3 0.6 0.6
O 0.914478 -0.460470 -2.342742 -0.4 0.6 0.1
H 0.069237 -0.318151 -1.898642 0.3 -0.3 0.0
H 0.989333 0.413425 -2.738294 0.5 0.0 -0.5
```
Forces are in eV/Å.